[1]
Density functional theory data (wB97M-V/def2-TZVPD) for a structure of composition C41H40F5InNO7PSTe.

```
! wB97M-V def2-TZVPD RIJCOSX def2/J DEFGRID3
* xyz -2 1
In -0.66405 0.74436 0.81163
C 1.46602 -3.43000 -5.82669
O 0.05673 -3.34128 -5.92692
C -0.58534 -2.66068 -4.92392
C -1.96796 -2.52330 -5.06574
C -2.65753 -1.85983 -4.06919
C -2.02039 -1.33792 -2.94593
C -2.84824 -0.81900 -1.81737
C -3.82024 0.29367 -2.10617
O -2.74225 -1.27622 -0.69743
C -0.61827 -1.43046 -2.84042
O -0.04160 -0.85474 -1.81008
C 0.08178 -2.13204 -3.83734
H 1.80159 -3.92428 -6.73673
H 1.76924 -4.01850 -4.95664
H 1.92637 -2.44195 -5.75024
H -2.46555 -2.94266 -5.92982
H -3.73650 -1.77187 -4.14407
H -4.16586 0.29574 -3.13880
H -3.24820 1.20966 -1.92467
H -4.65135 0.26213 -1.40325
H 1.14856 -2.23744 -3.73543
O -3.54763 -1.09792 3.58935
C -2.71924 -1.03445 2.68460
O -2.25357 0.05819 2.19730
C -2.17322 -2.32806 2.09249
P -0.55360 -2.10879 1.26592
C 0.65022 -2.07422 2.63820
C 1.99912 -2.31364 2.36747
C 2.95121 -2.13460 3.35753
C 2.57714 -1.69548 4.62176
C 1.24251 -1.43615 4.89192
C 0.28235 -1.62761 3.90642
C -0.41539 -3.81162 0.59264
C -0.95141 -4.08099 -0.66259
C -0.94938 -5.37173 -1.16941
C -0.41167 -6.41384 -0.42645
C 0.12282 -6.15431 0.82780
C 0.11964 -4.86149 1.33450
H -2.85145 -2.61690 1.28450
H -2.17484 -3.12130 2.84097
H 2.30753 -2.59141 1.36723
H 3.99510 -2.30532 3.12446
H 3.32812 -1.53136 5.38586
H 0.94022 -1.06061 5.86212
H -0.75274 -1.40954 4.13869
H -1.37199 -3.27188 -1.24328
H -1.35879 -5.55461 -2.15595
H -0.40788 -7.42278 -0.82270
H 0.54933 -6.95877 1.41613
H 0.54952 -4.66783 2.30941
C -0.28230 3.03122 6.31594
C -1.08927 2.07954 5.65495
C -0.88152 1.79001 4.33522
C 0.14715 2.42038 3.58223
C 0.38631 2.10927 2.20286
C 1.41760 2.77874 1.58127
C 2.20883 3.74482 2.24311
C 1.98202 4.04656 3.55264
C 0.94709 3.38505 4.25621
C 0.70761 3.66845 5.62553
H -0.45353 3.25751 7.36267
H -1.88559 1.57628 6.19082
H -1.52174 1.07932 3.83113
H 1.65682 2.55089 0.54959
H 3.01206 4.23300 1.70071
H 2.58671 4.78154 4.07524
H 1.33450 4.40802 6.11475
C -2.88135 3.13833 1.30488
C -2.99248 2.54136 -0.09492
C -3.05123 3.66356 -1.13171
O -1.94792 1.67869 -0.43803
H -3.72360 3.81077 1.49746
H -1.95400 3.71176 1.39450
H -2.88524 2.35763 2.06540
H -3.94902 1.98814 -0.14012
H -2.17417 4.30612 -1.02735
H -3.95608 4.26820 -1.00893
H -3.03494 3.25079 -2.14245
S 0.35819 2.70203 -2.01835
C 1.75080 3.34639 -2.61069
N 2.39266 2.72936 -3.66515
C 3.51201 3.18427 -4.26852
C 4.11951 4.31847 -3.84189
C 3.57394 4.96313 -2.69395
C 2.45697 4.48864 -2.09149
H 2.01163 1.81547 -3.89418
H 3.88264 2.58163 -5.08582
H 5.00616 4.68524 -4.33622
H 4.07783 5.82964 -2.28148
H 2.04534 4.94434 -1.20193
F 3.09350 -1.50035 -2.73043
Te 2.02913 -0.55649 -1.45098
F 1.57719 0.25375 -3.18887
F 1.63750 -2.39586 -0.99170
F 3.19837 0.94980 -1.64956
F 3.51209 -1.04942 -0.32841
O 1.30283 0.24963 0.03433
*
```

## Properties
Gap between HOMO and LUMO   7.1 eV
Energy relative to the best compared isomer or geometry (same formula, charge and spin)   55.9 kcal/mol
HOMO level   -2.94 eV

[2]
Density functional theory data (wB97M-V/def2-TZVPD) for a structure of composition C41H40FeN5S4Se.

```
! wB97M-V def2-TZVPD RIJCOSX def2/J DEFGRID3
* xyz 0 6
Fe -0.93972 1.26811 0.56435
S -1.10925 -0.50493 -0.96369
C 0.51643 -1.11986 -1.00686
N 0.81328 -2.12129 -1.87436
C 2.19375 -2.55364 -1.95624
C 2.78669 -2.61174 -0.57535
N 2.68675 -1.30544 0.05257
C 3.36853 -1.24294 1.35144
C 4.86302 -1.33541 1.18479
C 5.55096 -0.26298 0.62035
C 6.92548 -0.31471 0.46754
C 7.63174 -1.43920 0.88114
C 6.95479 -2.50820 1.44436
C 5.57383 -2.45361 1.59509
C 1.51533 -0.60958 -0.13725
S 1.35055 0.93440 0.61747
C 0.00965 -2.39264 -3.06679
C -0.36902 -3.84781 -3.16661
C -1.42543 -4.32731 -2.39375
C -1.80424 -5.65680 -2.47248
C -1.13127 -6.52329 -3.32649
C -0.07780 -6.05553 -4.09470
C 0.29937 -4.71995 -4.01496
H 2.75931 -1.85743 -2.58968
H 2.22394 -3.54222 -2.41411
H 3.83859 -2.89132 -0.63704
H 2.26780 -3.36386 0.03497
H 2.99690 -2.05337 1.99125
H 3.10114 -0.30185 1.82228
H 4.99523 0.61136 0.30000
H 7.45155 0.52530 0.03237
H 8.70748 -1.47664 0.76801
H 7.49884 -3.38528 1.77058
H 5.04480 -3.28840 2.04189
H 0.58412 -2.07221 -3.94349
H -0.87907 -1.77044 -3.02582
H -1.94081 -3.64635 -1.72509
H -2.62828 -6.01930 -1.87150
H -1.43223 -7.56079 -3.39402
H 0.44863 -6.72609 -4.76177
H 1.11503 -4.35004 -4.62715
S -1.37724 5.34319 2.12746
C -0.29806 4.54480 3.19140
C -0.04605 3.25997 2.81410
C -0.74991 2.89026 1.63419
C -1.50226 3.93227 1.15634
C -2.22855 3.79426 -0.09229
C -2.93815 4.80689 -0.73107
C -3.49247 4.55551 -1.97130
C -3.34002 3.30093 -2.54561
C -2.64520 2.33659 -1.84117
N -2.10689 2.56876 -0.64353
H 0.09406 5.06759 4.04973
H 0.62251 2.60871 3.35720
H -3.02851 5.77695 -0.26158
H -4.03180 5.33772 -2.48997
H -3.73970 3.06956 -3.52301
H -2.50219 1.34160 -2.24317
C -3.63168 -0.61344 -5.38336
C -2.48775 0.35189 -5.40844
C -2.29133 1.24427 -6.45845
C -1.23052 2.12115 -6.35356
N -0.40860 2.13541 -5.30434
C -0.66667 1.22812 -4.37039
S 0.44125 1.22717 -2.98780
N -1.66219 0.33866 -4.36103
H -3.85708 -0.99123 -6.38025
H -4.52891 -0.11627 -5.00777
H -3.40395 -1.44430 -4.71882
H -2.93664 1.24584 -7.32592
H -1.02978 2.85031 -7.13089
C -0.82367 2.66009 7.80244
C -1.15780 2.05548 6.46625
C -0.29384 1.17650 5.83907
C -0.58908 0.59899 4.60403
C 0.39402 -0.39634 4.04552
C -1.78812 0.93194 3.97109
Se -2.25433 0.20787 2.25786
C -2.69898 1.79584 4.60494
C -4.01586 2.16829 3.98394
C -2.36504 2.34045 5.83695
H 0.23421 2.53909 8.03556
H -1.39602 2.18698 8.60366
H -1.05604 3.72590 7.82483
H 0.64665 0.91906 6.31790
H 1.38397 0.05176 3.91938
H 0.07795 -0.78594 3.08016
H 0.50272 -1.23256 4.74057
H -3.86582 2.81264 3.11373
H -4.63686 2.69827 4.70651
H -4.56052 1.29349 3.63040
H -3.06965 3.01230 6.31725
*
```

## Properties
Gap between HOMO and LUMO (spin up / spin down)   6.4 / 5.6 eV
Energy relative to the best compared isomer or geometry (same formula, charge and spin)   9.3 kcal/mol
HOMO level (spin up / spin down)   -6.50 / -7.29 eV

[3]
Density functional theory data (wB97M-V/def2-TZVPD) for a structure of composition C41H40N7O4S2SeSn.

```
! wB97M-V def2-TZVPD RIJCOSX def2/J DEFGRID3
* xyz -1 1
Sn 0.31945 0.95927 -0.48709
O -3.54326 0.14464 1.98677
C -2.50386 0.68966 1.59149
O -1.78614 0.27917 0.62172
C -2.09736 1.95784 2.35795
C -3.02219 2.53069 3.26475
C -2.66315 3.63069 3.98495
C -1.37630 4.18947 3.80689
C -0.90135 5.32584 4.49995
C 0.34382 5.82602 4.23717
C 1.17990 5.21262 3.28039
C 0.75698 4.10057 2.60881
C -0.52908 3.56490 2.85788
N -0.90705 2.45621 2.17426
H -3.99144 2.06351 3.36698
H -3.34897 4.08638 4.69064
H -1.53503 5.79342 5.24544
H 0.70437 6.69806 4.76925
H 2.15740 5.63171 3.07716
H 1.37274 3.60225 1.87042
N -4.99541 2.94951 -5.57883
C -4.15665 2.52987 -4.91053
C -3.12960 2.00929 -4.06778
C -1.79396 2.36981 -4.24941
C -0.83147 1.91037 -3.36657
C -1.14078 1.08777 -2.27650
C -2.48486 0.71093 -2.14635
C -3.46696 1.15565 -3.01440
H -1.52215 3.01806 -5.07365
H 0.19936 2.20690 -3.52308
H -2.78058 0.07716 -1.31767
H -4.50034 0.86246 -2.87227
N 7.05080 1.31974 2.28235
C 6.17130 1.21130 1.20883
C 6.54901 1.64417 -0.06313
C 5.70061 1.46787 -1.14227
C 4.46751 0.86034 -0.96271
C 4.08036 0.43218 0.29762
C 4.92080 0.61078 1.37885
S 3.38761 0.65829 -2.36403
O 2.88860 -0.69124 -2.35445
O 4.12965 1.09410 -3.52224
N 2.13539 1.59654 -2.04547
C 2.20430 2.93841 -1.98575
S 3.53341 3.92383 -2.59347
C 2.68052 5.34205 -2.05541
C 1.50589 4.98530 -1.49348
N 1.24228 3.64155 -1.43950
H 7.77651 2.00827 2.18125
H 6.62548 1.30591 3.19372
H 7.51570 2.11638 -0.19781
H 5.97939 1.80048 -2.13283
H 3.12057 -0.04973 0.43523
H 4.61814 0.27802 2.36503
H 3.08940 6.32643 -2.21039
H 0.77042 5.66801 -1.09090
C 1.06847 -3.77352 3.56127
C -0.05765 -4.52477 2.85353
C -1.43641 -3.89695 3.06233
C -1.61154 -2.53440 2.38640
N -1.82164 -2.66761 0.95717
C -0.93951 -2.35953 -0.01963
Se 0.80667 -1.85035 0.19155
N -1.55106 -2.54415 -1.21661
C -0.95111 -2.41579 -2.53666
C -0.79588 -3.78811 -3.20070
C 0.33839 -4.62455 -2.60465
C 1.72639 -4.12654 -2.99544
C -2.86781 -2.91163 -0.99825
C -3.90721 -3.19565 -1.87093
C -5.11929 -3.57220 -1.31293
C -5.28927 -3.64170 0.06976
C -4.25692 -3.34051 0.94380
C -3.03997 -2.98400 0.38598
H 1.98537 -4.36421 3.53703
H 0.81409 -3.57476 4.60549
H 1.27449 -2.82608 3.06343
H -0.08835 -5.55514 3.21834
H 0.16233 -4.55871 1.78223
H -1.62723 -3.78353 4.13357
H -2.19720 -4.57742 2.66852
H -0.73622 -1.90296 2.53260
H -2.47611 -2.00425 2.78519
H 0.01791 -1.93320 -2.42098
H -1.58629 -1.76121 -3.13400
H -0.62076 -3.64127 -4.26981
H -1.73358 -4.33912 -3.09311
H 0.22434 -5.65732 -2.94748
H 0.24950 -4.63038 -1.51384
H 1.84158 -4.12179 -4.08214
H 2.49142 -4.78066 -2.57314
H 1.92380 -3.12151 -2.62545
H -3.78296 -3.11604 -2.94235
H -5.94887 -3.81714 -1.96317
H -6.25082 -3.93610 0.47024
H -4.40086 -3.36490 2.01508
*
```

## Properties
Gap between HOMO and LUMO   6.7 eV
HOMO level   -4.37 eV

[4]
Density functional theory data (wB97M-V/def2-TZVPD) for a structure of composition C41H41AgN4PSe2Si.

```
! wB97M-V def2-TZVPD RIJCOSX def2/J DEFGRID3
* xyz -1 1
Ag 0.53816 -0.08127 1.37912
Se 3.70841 -0.12184 -0.94837
P 3.41841 -1.99682 0.01756
Se 1.99008 -2.15339 1.64978
C 5.02028 -2.65199 0.65086
C 6.22207 -2.21725 0.10229
C 7.42594 -2.77228 0.52080
C 7.43676 -3.76565 1.48954
C 6.23944 -4.20030 2.04363
C 5.03700 -3.64613 1.62778
C 3.02792 -3.26922 -1.25542
C 2.15059 -4.31629 -0.99720
C 1.92279 -5.29402 -1.96016
C 2.57188 -5.23160 -3.18349
C 3.44880 -4.18609 -3.44635
C 3.67383 -3.20886 -2.48996
H 6.20144 -1.42799 -0.63934
H 8.35741 -2.42263 0.09210
H 8.37533 -4.19726 1.81660
H 6.24223 -4.96938 2.80723
H 4.10566 -3.97262 2.07203
H 1.64048 -4.35097 -0.03918
H 1.22721 -6.09786 -1.75401
H 2.39112 -5.99067 -3.93513
H 3.95114 -4.12828 -4.40467
H 4.33376 -2.37615 -2.69968
C -1.19674 1.23365 1.31946
Si -2.31692 0.60350 0.04846
C -2.91334 -1.16871 0.37456
N -1.87274 -2.16754 0.60043
C -1.16791 -2.62088 -0.60410
C -1.38730 -4.11129 -0.88584
C -2.86458 -4.44002 -0.67660
C -3.23058 -4.25906 0.80994
C -2.26807 -3.25632 1.47447
C -3.97801 1.53838 -0.08817
C -4.31849 2.38210 -1.14898
C -5.52077 3.08046 -1.17048
C -6.42229 2.95171 -0.12319
C -6.10690 2.12493 0.94840
C -4.90136 1.43477 0.96057
C -1.50433 0.69654 -1.65185
C -2.19560 0.31363 -2.80816
C -1.57912 0.30793 -4.05255
C -0.24548 0.68409 -4.16705
C 0.45945 1.06990 -3.03549
C -0.16774 1.08002 -1.79471
H -1.65901 1.28300 2.31229
H -0.83968 2.23654 1.04235
H -3.62431 -1.44636 -0.43036
H -3.52205 -1.11034 1.28586
H -0.09868 -2.38646 -0.53442
H -1.55852 -2.06688 -1.45994
H -0.78245 -4.73217 -0.21478
H -1.05500 -4.33568 -1.90116
H -3.10057 -5.45118 -1.01659
H -3.46077 -3.75513 -1.28789
H -3.16731 -5.21469 1.34104
H -4.26357 -3.91420 0.90318
H -1.35970 -3.76988 1.80025
H -2.71583 -2.83515 2.37646
H -3.62821 2.50148 -1.97790
H -5.75432 3.72781 -2.00829
H -7.36083 3.49248 -0.13865
H -6.79933 2.02024 1.77596
H -4.66976 0.80655 1.81634
H -3.23526 0.00483 -2.73282
H -2.13403 -0.00079 -4.93156
H 0.24360 0.66560 -5.13358
H 1.50526 1.34243 -3.11019
H 0.40526 1.36185 -0.91693
N -2.41658 9.88280 3.36964
C -1.80835 8.95208 3.07839
C -1.03977 7.78526 2.71943
C 0.20977 7.93084 2.12231
C 0.95401 6.81607 1.78725
C 0.45094 5.54338 2.03381
C -0.80486 5.39234 2.61271
C -1.54083 6.50861 2.96329
N 1.20304 4.40684 1.68977
C 2.03326 4.24989 0.58931
C 2.48687 2.97103 0.65607
N 1.98086 2.34019 1.77464
C 1.22859 3.21416 2.36610
H 0.59788 8.92331 1.93458
H 1.93785 6.92444 1.34970
H -1.21295 4.39892 2.75262
H -2.52035 6.39607 3.40855
H 2.15899 5.02643 -0.14632
H 3.12037 2.43409 -0.03284
H 0.65706 3.04834 3.26684
*
```

## Properties
Gap between HOMO and LUMO   6.4 eV
Energy relative to the best compared isomer or geometry (same formula, charge and spin)   0.0 kcal/mol
HOMO level   -4.54 eV

[5]
Density functional theory data (wB97M-V/def2-TZVPD) for a structure of composition C41H41AsHgN6S2.

```
! wB97M-V def2-TZVPD RIJCOSX def2/J DEFGRID3
* xyz -1 2
Hg -0.57817 -2.10421 -1.28497
C 4.26640 -3.69216 0.85946
C 4.54627 -2.87013 1.97871
C 3.50016 -2.38672 2.71347
C 2.21293 -2.53632 2.21974
N 1.97147 -3.24810 1.06647
C 2.95976 -3.80081 0.39639
C 1.05724 -2.15382 3.04290
C 1.11604 -1.53409 4.33995
C 0.03468 -1.45649 5.17547
C -1.25236 -1.71505 4.58710
C -1.26512 -2.21829 3.23959
N -0.15664 -2.33841 2.52562
H 5.07834 -4.10830 0.27705
H 5.51596 -2.71082 2.43017
H 3.66391 -1.71894 3.57660
H 2.68393 -4.32206 -0.51352
H 2.12351 -1.11251 4.68601
H 0.09270 -1.30737 6.19309
H -2.18083 -1.53479 5.19663
H -2.21908 -2.36136 2.77199
N -7.74677 -3.63270 -0.86985
C -7.87609 -2.93487 0.27571
S -9.06285 -1.76246 0.32727
C -6.81053 -3.07350 1.29594
C -5.69101 -3.91953 1.12032
C -4.65937 -3.89604 2.04075
N -4.63081 -3.08400 3.12069
C -5.69368 -2.23602 3.30799
C -6.72707 -2.17636 2.40576
H -8.48837 -3.57328 -1.56909
H -7.20931 -4.48469 -0.88301
H -5.57891 -4.69130 0.33396
H -3.72041 -4.44992 1.93863
H -5.54318 -1.53696 4.12050
H -7.56714 -1.50572 2.52285
C 0.22605 6.57587 0.30585
C 0.50483 5.13136 0.00802
C 1.21051 4.32116 0.86848
C 1.40006 2.94211 0.61837
C 1.66660 2.02555 1.88109
C 1.02927 2.40767 -0.61551
As 1.46988 0.51611 -0.93117
N -0.55028 -0.04310 -1.44850
C -1.44939 0.58560 -0.61483
C -1.65354 0.20413 0.76356
C -2.59796 0.89077 1.52674
C -3.58393 1.58893 0.87272
C -3.59168 1.82353 -0.51026
C -2.47326 1.43611 -1.24010
C 2.82323 0.81227 -2.40558
C 4.04314 1.36611 -1.99722
C 4.27368 1.85482 -0.56099
C 5.08061 1.60129 -2.89219
C 4.91643 1.28406 -4.21651
C 6.04658 1.54916 -5.19732
C 3.61917 0.78052 -4.66628
C 2.59621 0.47421 -3.78450
C 1.30542 -0.07115 -4.39866
C 0.46450 3.21969 -1.59315
C 0.17200 2.77248 -3.01720
C 0.05384 4.53590 -1.18406
H 1.26426 7.00624 0.61541
H -0.46856 6.77719 1.18068
H -0.22465 7.08774 -0.52021
H 1.64095 4.68169 1.82821
H 1.69311 2.70813 2.75805
H 2.60980 1.49160 1.77113
H 0.81796 1.36321 2.01896
H -0.94273 -0.50966 1.14741
H -2.46619 0.84761 2.61027
H -4.32624 2.05096 1.49165
H -4.44847 2.24308 -1.00373
H -2.33060 1.64166 -2.29161
H 3.85595 1.07603 0.13915
H 3.78129 2.82487 -0.41746
H 5.37011 1.90315 -0.38547
H 5.96857 2.14674 -2.50906
H 6.96982 1.53368 -4.62071
H 6.04124 2.49601 -5.74948
H 6.10054 0.75748 -5.93972
H 3.43865 0.72314 -5.75111
H 1.29378 -1.15939 -4.59504
H 1.24325 0.38397 -5.40632
H 0.43010 0.15471 -3.73712
H -0.15457 1.71800 -3.09817
H 1.06695 2.93072 -3.62422
H -0.55780 3.46234 -3.44141
H -0.63337 5.10494 -1.82262
S 0.46472 -6.56737 0.03350
C -0.12200 -5.16944 -0.43853
N -0.54342 -4.10613 -0.77961
*
```

## Properties
Gap between HOMO and LUMO (spin up / spin down)   3.1 / 5.7 eV
Energy relative to the best compared isomer or geometry (same formula, charge and spin)   38.7 kcal/mol
HOMO level (spin up / spin down)   -1.43 / -4.03 eV

Question: What is the formula in the fourth record?
Answer: C41H41AgN4PSe2Si